# 1
# C3H42N2O15

16 unconnected molecules or ions with the total composition C3H42N2O15 (wB97M-V/def2-TZVPD, the Open Molecules 2025 dataset).

```
62
Properties=species:S:1:pos:R:3:nbo_charge:R:1
C -0.29 -1.23 0.55 -0.25
C 0.06 0.21 0.85 -0.43
C 1.12 0.64 -0.19 -0.24
N 1.26 2.16 -0.33 -0.69
N -0.99 -1.35 -0.79 -0.70
H -0.92 -1.72 1.29 0.26
H 0.60 -1.83 0.66 0.26
H 0.44 0.36 1.86 0.24
H -0.76 0.85 0.53 0.22
H 2.07 0.16 0.15 0.26
H 1.06 0.33 -1.23 0.22
H 1.85 2.59 0.37 0.44
H 1.78 2.22 -1.23 0.47
H 0.35 2.63 -0.37 0.48
H -1.44 -0.45 -1.01 0.44
H -1.45 -2.23 -0.95 0.46
H -0.23 -1.35 -1.50 0.48
H 0.12 3.85 -2.38 0.48
H -0.98 3.06 -2.91 0.50
O -0.15 2.92 -2.41 -0.97
H -0.35 3.28 2.54 0.49
H -1.03 3.01 1.17 0.52
O -0.18 3.02 1.64 -1.02
H 3.70 -1.93 -0.56 0.51
H 3.98 -2.83 -1.73 0.48
O 3.70 -1.93 -1.54 -0.98
H -1.64 -1.69 4.80 0.49
H -0.76 -0.66 4.14 0.51
O -1.45 -1.34 3.94 -0.99
H 0.86 -3.75 -1.69 0.49
H 2.14 -2.75 -1.92 0.51
O 1.19 -2.84 -1.70 -1.02
H 3.87 -2.64 1.59 0.48
H 2.51 -3.20 1.52 0.51
O 3.13 -2.69 0.96 -0.99
H -4.00 0.34 1.03 0.51
H -5.07 1.38 0.54 0.50
O -4.24 0.96 0.33 -1.00
H 0.07 1.54 3.39 0.49
H 0.74 1.34 4.84 0.51
O 0.03 1.08 4.23 -0.98
H -1.35 -0.54 -4.17 0.52
H -1.24 0.41 -2.92 0.49
O -1.23 -0.52 -3.21 -0.99
H -2.70 3.35 -0.62 0.51
H -2.84 2.00 0.01 0.51
O -2.18 2.72 -0.09 -1.01
H -3.55 2.03 -3.33 0.50
H -3.33 1.21 -2.06 0.49
O -3.03 2.02 -2.48 -0.98
H 0.73 -4.11 2.85 0.50
H 0.92 -2.64 3.50 0.50
O 1.05 -3.21 2.75 -0.99
H 2.42 -0.56 -4.33 0.48
H 1.36 -0.84 -3.22 0.47
O 1.63 -0.21 -3.90 -0.95
H 3.99 0.38 -1.93 0.51
H 4.63 1.42 -0.96 0.49
O 3.79 1.03 -1.23 -1.00
H -2.79 -0.93 2.87 0.52
H -3.79 -1.62 2.02 0.48
O -3.16 -0.90 1.95 -1.00
```

Computed properties:
* calculated total energy: -37473.1262 eV
* HOMO energy: -16.243 eV
* ΔE to the lowest compared entry with this formula, charge and spin: 0.0 kcal/mol
* frontier orbital gap: 11.36 eV
* total charge: +2

# 2
# C35H50ClN4O13

10 unconnected molecules or ions with the total composition C35H50ClN4O13 (wB97M-V/def2-TZVPD, the Open Molecules 2025 dataset).

```
103
Properties=species:S:1:pos:R:3:mulliken_charge:R:1
Cl 21.13 21.32 -12.34 1.54
O 20.07 22.07 -11.70 -0.62
O 20.80 19.94 -12.48 -0.61
O 21.47 21.93 -13.63 -0.65
O 22.35 21.44 -11.54 -0.67
O 14.24 18.62 -15.25 -0.63
C 14.90 19.53 -15.73 0.61
O 15.02 19.79 -17.00 -0.35
C 15.71 21.00 -17.31 -0.33
C 15.74 21.70 -15.99 -0.54
C 15.65 20.63 -14.89 -0.40
H 15.18 21.48 -18.13 0.26
H 16.69 20.66 -17.66 0.26
H 14.82 22.28 -15.88 0.24
H 16.58 22.39 -15.94 0.37
H 15.03 20.93 -14.05 0.24
H 16.66 20.36 -14.60 0.27
O 20.93 27.36 -14.79 -0.64
C 21.99 26.83 -15.07 0.54
O 22.22 26.46 -16.31 -0.38
C 23.50 25.73 -16.45 -0.30
C 24.19 26.18 -15.20 -0.66
C 23.12 26.52 -14.17 -0.22
H 24.07 26.14 -17.28 0.26
H 23.25 24.68 -16.53 0.26
H 24.85 27.03 -15.33 0.28
H 24.94 25.53 -14.75 0.39
H 23.41 27.36 -13.52 0.25
H 22.93 25.67 -13.52 0.22
O 16.69 27.41 -6.28 -0.60
C 16.79 26.19 -6.21 0.44
O 17.95 25.47 -6.36 -0.36
C 17.71 24.06 -6.51 -0.32
C 16.23 23.92 -6.10 -0.52
C 15.61 25.27 -6.19 -0.23
H 18.35 23.53 -5.81 0.27
H 17.86 23.77 -7.55 0.27
H 16.23 23.66 -5.04 0.26
H 15.65 23.27 -6.76 0.31
H 14.97 25.46 -5.33 0.28
H 15.10 25.48 -7.13 0.20
O 24.49 19.53 -6.56 -0.64
C 23.54 18.86 -7.01 0.51
O 23.82 17.73 -7.63 -0.33
C 22.65 17.14 -8.20 -0.37
C 21.53 17.82 -7.44 -0.48
C 22.00 19.20 -7.03 -0.32
H 22.69 16.06 -8.14 0.28
H 22.65 17.37 -9.27 0.25
H 21.34 17.32 -6.49 0.26
H 20.61 17.88 -8.02 0.33
H 21.70 19.53 -6.03 0.26
H 21.88 19.97 -7.79 0.26
N 16.57 26.09 -11.38 0.03
C 16.40 27.44 -11.25 -0.50
C 15.06 27.82 -11.07 -0.45
C 14.39 26.60 -10.76 -0.33
C 15.32 25.57 -11.16 -0.59
H 17.45 25.67 -11.64 0.22
H 17.25 28.06 -11.48 0.42
H 14.64 28.82 -11.04 0.37
H 13.36 26.45 -10.47 0.39
H 15.19 24.50 -11.28 0.45
N 21.89 19.27 -18.00 0.04
C 20.62 18.77 -17.87 -0.58
C 20.30 18.21 -19.09 -0.26
C 21.39 18.35 -19.95 -0.39
C 22.33 19.04 -19.29 -0.56
H 22.39 19.75 -17.26 0.21
H 20.03 18.85 -16.98 0.44
H 19.33 17.78 -19.31 0.38
H 21.37 17.87 -20.92 0.37
H 23.23 19.50 -19.66 0.35
N 25.78 19.59 -14.34 0.04
C 26.21 20.21 -15.48 -0.40
C 27.12 19.33 -16.07 -0.45
C 27.35 18.26 -15.20 -0.44
C 26.41 18.37 -14.15 -0.53
H 25.10 19.93 -13.67 0.20
H 25.75 21.17 -15.70 0.49
H 27.58 19.56 -17.02 0.38
H 28.07 17.52 -15.53 0.36
H 26.23 17.78 -13.26 0.37
N 22.62 27.68 -9.09 0.02
C 22.86 26.37 -9.25 -0.49
C 24.17 26.16 -9.59 -0.30
C 24.78 27.47 -9.73 -0.45
C 23.81 28.38 -9.29 -0.65
H 21.72 28.11 -8.92 0.21
H 22.09 25.63 -9.07 0.48
H 24.59 25.18 -9.72 0.43
H 25.85 27.53 -9.90 0.39
H 23.87 29.45 -9.20 0.37
C 18.23 14.94 -11.45 -1.03
C 18.12 13.67 -10.65 0.82
O 17.99 13.73 -9.44 -0.56
C 18.03 12.34 -11.35 -1.05
H 19.25 15.02 -11.83 0.28
H 18.08 15.84 -10.86 0.29
H 17.56 14.93 -12.32 0.33
H 18.96 11.77 -11.39 0.28
H 17.59 12.32 -12.35 0.31
H 17.45 11.66 -10.72 0.33
```

Computed properties:
* calculated total energy: -82198.3585 eV
* HOMO energy: -6.316 eV
* ΔE to the lowest compared entry with this formula, charge and spin: 4.9 kcal/mol
* frontier orbital gap: 8.37 eV
* total charge: -1

# 3
# C3H5O2Se

A gas-phase ion, C3H5O2Se (charge -1) (wB97M-V/def2-TZVPD, the Open Molecules 2025 dataset).

```
11
Properties=species:S:1:pos:R:3:nbo_charge:R:1
C -1.47 -0.53 1.64 0.77
C 1.61 0.14 -1.36 -0.84
C -0.80 0.14 0.39 -0.73
O -0.64 -1.05 2.37 -0.76
O -2.66 -0.42 1.64 -0.75
Se 1.01 -0.47 0.40 0.30
H 2.72 0.15 -1.55 0.21
H 1.12 -0.26 -2.21 0.19
H 1.32 1.18 -1.32 0.20
H -0.86 1.24 0.68 0.21
H -1.33 -0.10 -0.68 0.20
```

Computed properties:
* calculated total energy: -72634.0088 eV
* HOMO energy: -3.825 eV
* ΔE to the lowest compared entry with this formula, charge and spin: 6.5 kcal/mol
* frontier orbital gap: 7.25 eV
* total charge: -1

# 4
# C41H52BeN8OP

A molecular structure, C41H52BeN8OP (wB97M-V/def2-TZVPD, the Open Molecules 2025 dataset).

```
104
Properties=species:S:1:pos:R:3:mulliken_charge:R:1
Be -1.01 -1.09 0.63 -0.84
C -1.22 -1.50 4.58 -1.70
C -1.81 -1.43 3.20 0.39
O -1.22 -0.89 2.26 0.75
N -3.03 -1.97 3.06 0.03
C -3.70 -2.03 1.78 -0.12
C -3.06 -3.06 0.89 0.67
C -3.71 -4.26 0.63 -1.13
C -3.09 -5.20 -0.19 -0.62
C -1.84 -4.89 -0.70 -1.33
C -1.26 -3.67 -0.38 -0.07
N -1.85 -2.77 0.40 0.69
H -0.14 -1.60 4.51 0.19
H -1.63 -2.34 5.14 0.53
H -1.44 -0.58 5.12 0.33
H -3.48 -2.40 3.85 0.35
H -3.63 -1.05 1.30 -0.95
H -4.75 -2.27 1.95 0.78
H -4.68 -4.46 1.04 0.53
H -3.57 -6.14 -0.41 0.45
H -1.32 -5.58 -1.35 0.54
H -0.30 -3.38 -0.77 0.49
N -0.26 -0.86 -0.70 0.24
C 0.42 -0.81 -1.75 1.13
C -0.18 -0.94 -3.11 0.73
C -1.25 -1.80 -3.34 -0.19
C -1.75 -1.99 -4.61 -0.87
C -1.20 -1.29 -5.68 -0.73
C -0.16 -0.41 -5.47 -0.93
C 0.36 -0.24 -4.19 -0.53
C 1.90 -0.62 -1.84 -0.18
C 2.52 0.52 -1.36 0.11
C 3.86 0.74 -1.59 -0.88
C 4.62 -0.21 -2.26 -0.50
C 4.02 -1.37 -2.71 -1.25
C 2.66 -1.57 -2.52 0.02
H -1.67 -2.33 -2.50 0.28
H -2.56 -2.68 -4.76 0.49
H -1.58 -1.45 -6.68 0.41
H 0.26 0.15 -6.29 0.46
H 1.18 0.45 -4.04 0.58
H 1.93 1.25 -0.82 0.35
H 4.33 1.66 -1.27 0.70
H 5.67 -0.04 -2.42 0.40
H 4.61 -2.11 -3.24 0.42
H 2.19 -2.46 -2.90 0.52
C 1.60 0.04 3.39 -0.76
C 2.04 -0.91 2.34 1.08
N 1.26 -1.65 1.59 0.28
C 2.08 -2.37 0.78 -0.82
C 3.38 -2.07 1.04 -0.54
N 3.35 -1.14 2.05 0.39
C 4.51 -0.56 2.68 -1.68
N 5.22 0.34 1.81 0.88
N 6.27 -0.11 1.10 -0.59
N 6.80 0.82 0.44 -0.54
C 6.11 1.98 0.67 0.17
C 6.30 3.28 0.21 -0.72
C 5.41 4.24 0.64 -0.62
C 4.36 3.93 1.52 -0.64
C 4.16 2.65 1.99 -0.68
C 5.05 1.67 1.57 1.39
H 0.54 0.22 3.28 -0.29
H 2.11 1.00 3.27 -0.34
H 1.83 -0.32 4.39 0.59
H 1.69 -3.05 0.06 0.45
H 4.30 -2.38 0.60 0.51
H 5.22 -1.35 2.95 0.26
H 4.20 -0.03 3.58 0.67
H 7.11 3.51 -0.46 0.48
H 5.52 5.26 0.31 0.39
H 3.69 4.71 1.84 0.45
H 3.35 2.43 2.67 0.34
C -4.40 3.06 0.47 -1.74
C -3.29 2.26 1.14 0.65
C -3.83 1.53 2.37 -1.27
P -2.25 1.08 0.08 0.69
C -3.13 0.64 -1.53 2.64
C -4.41 -0.16 -1.23 -1.16
C -3.39 1.71 -2.58 -1.99
C -0.90 2.26 -0.46 1.28
C -1.28 3.69 -0.87 -2.00
C 0.11 2.32 0.69 -2.06
H -4.77 3.81 1.17 0.46
H -5.23 2.43 0.19 0.31
H -4.04 3.59 -0.41 0.29
H -2.54 2.97 1.51 0.57
H -4.63 0.84 2.09 0.30
H -4.24 2.24 3.08 0.53
H -3.04 0.97 2.87 0.01
H -2.40 -0.06 -1.96 -1.81
H -5.07 0.37 -0.56 0.11
H -4.17 -1.13 -0.79 0.16
H -4.95 -0.35 -2.16 0.52
H -4.05 2.49 -2.24 0.31
H -3.85 1.24 -3.45 0.53
H -2.45 2.14 -2.92 0.36
H -0.43 1.76 -1.32 -0.04
H -1.69 4.25 -0.04 0.33
H -2.00 3.71 -1.68 0.42
H -0.38 4.20 -1.21 0.46
H -0.34 2.77 1.57 0.44
H 0.97 2.92 0.42 0.78
H 0.44 1.31 0.95 0.09
```

Computed properties:
* calculated total energy: -67017.7074 eV
* HOMO energy: -9.832 eV
* frontier orbital gap: 7.35 eV
* total charge: +1

# 5
# C59H51GeHgN4O2S

A molecular structure, C59H51GeHgN4O2S (wB97M-V/def2-TZVPD, the Open Molecules 2025 dataset).

```
119
Properties=species:S:1:pos:R:3:mulliken_charge:R:1
Hg -0.71 1.39 0.27 3.13
C -4.13 0.70 3.07 -1.22
C -2.77 0.92 3.65 0.95
C -2.58 1.88 4.64 -0.66
C -1.31 2.08 5.14 -0.81
C -0.28 1.29 4.67 -0.64
C -0.56 0.34 3.69 0.88
N -1.77 0.18 3.17 0.02
C 0.52 -0.58 3.22 0.01
C 1.61 -0.84 4.06 -0.93
C 2.60 -1.70 3.62 -1.27
C 2.48 -2.26 2.36 -1.37
C 1.37 -1.94 1.59 0.76
N 0.41 -1.14 2.02 1.04
C 1.32 -2.40 0.16 0.68
C 2.23 -3.46 -0.27 -1.69
C 2.56 -3.52 -1.57 -1.92
C 1.82 -2.79 -2.58 -0.26
C 0.78 -1.76 -2.04 0.15
C -1.03 -0.26 -2.96 -1.26
N 0.71 -1.63 -0.64 0.61
H -4.91 1.05 3.75 0.54
H -4.28 -0.35 2.84 0.17
H -4.22 1.27 2.14 -0.01
H -3.42 2.46 4.99 0.37
H -1.11 2.85 5.88 0.36
H 0.73 1.46 5.03 0.15
H 1.67 -0.41 5.04 0.55
H 3.46 -1.92 4.25 0.41
H 3.29 -2.87 1.97 0.44
H 2.76 -4.06 0.46 0.70
H 3.41 -4.12 -1.88 0.39
H 2.33 -2.57 -3.51 0.55
H -1.32 -0.38 -4.00 0.50
H -1.38 0.73 -2.64 -0.04
H -1.58 -1.00 -2.37 -0.18
C -3.24 -5.87 2.06 -1.90
C -2.24 -5.27 1.06 2.31
C -1.00 -4.81 1.84 -1.95
C -1.80 -6.35 0.06 -1.71
C -2.91 -4.11 0.32 0.60
C -4.02 -4.40 -0.50 -0.08
C -4.70 -3.41 -1.18 -1.28
C -4.27 -2.09 -1.04 1.27
S -4.92 -0.64 -1.71 -0.57
C -3.67 0.27 -0.87 -0.25
N -2.86 -0.44 -0.16 0.73
C -3.18 -1.79 -0.23 -2.06
C -2.49 -2.80 0.45 0.42
C -3.59 1.74 -0.99 1.21
C -4.56 2.43 -1.72 -0.88
C -4.51 3.81 -1.82 -0.81
C -3.48 4.50 -1.18 -0.67
C -2.51 3.81 -0.48 -0.49
C -2.53 2.41 -0.36 -0.25
H -2.78 -6.71 2.60 0.46
H -4.13 -6.24 1.56 0.36
H -3.54 -5.12 2.79 0.37
H -0.54 -5.67 2.33 0.54
H -1.24 -4.07 2.60 0.28
H -0.26 -4.38 1.16 0.28
H -1.30 -7.17 0.59 0.47
H -1.10 -5.93 -0.66 0.21
H -2.64 -6.76 -0.48 0.35
H -4.36 -5.42 -0.60 0.41
H -5.55 -3.66 -1.80 0.41
H -1.65 -2.50 1.06 -0.14
H -5.36 1.89 -2.21 0.42
H -5.27 4.34 -2.37 0.36
H -3.43 5.58 -1.26 0.40
H -1.70 4.36 -0.01 0.48
O -0.37 4.14 3.12 -0.81
C 0.58 3.67 2.48 -0.33
O 0.62 2.58 1.84 0.11
C 1.87 4.48 2.43 -0.18
C 3.00 3.97 1.80 0.17
C 4.18 4.72 1.74 -0.50
C 4.22 5.98 2.33 -0.43
C 3.10 6.48 2.97 -0.52
C 1.93 5.74 3.02 -0.48
H 2.94 2.99 1.34 0.35
H 5.05 4.32 1.24 0.42
H 5.13 6.56 2.28 0.36
H 3.13 7.47 3.42 0.38
H 1.04 6.11 3.51 0.44
C 0.12 -2.33 -5.11 -0.88
C -0.23 -3.08 -4.06 -1.31
C 0.33 -3.04 -2.69 0.93
C 0.50 -0.43 -2.76 2.67
C 1.21 -0.34 -4.09 -0.70
C 1.01 -1.17 -5.12 -1.32
Ge 1.12 1.01 -1.45 -0.65
C 2.97 0.49 -0.94 0.50
C 3.96 0.19 -1.87 0.19
C 5.22 -0.25 -1.46 -0.70
C 5.51 -0.38 -0.11 -0.93
C 4.54 -0.05 0.83 -0.81
C 3.28 0.38 0.41 -0.01
C 1.39 2.62 -2.57 0.14
C 0.42 3.07 -3.47 0.01
C 0.56 4.29 -4.13 -0.85
C 1.67 5.09 -3.89 -0.51
C 2.64 4.66 -2.99 -0.83
C 2.50 3.44 -2.35 -0.38
H -0.32 -2.60 -6.07 0.34
H -0.95 -3.87 -4.22 0.45
H -0.06 -3.79 -2.01 0.27
H 1.89 0.49 -4.24 0.37
H 1.50 -0.94 -6.06 0.40
H 3.77 0.30 -2.93 0.25
H 5.98 -0.48 -2.20 0.40
H 6.48 -0.72 0.21 0.37
H 4.76 -0.12 1.89 0.55
H 2.53 0.65 1.15 -0.05
H -0.46 2.48 -3.67 0.23
H -0.20 4.61 -4.83 0.41
H 1.77 6.04 -4.39 0.37
H 3.50 5.28 -2.78 0.40
H 3.26 3.12 -1.64 0.30
```

Computed properties:
* calculated total energy: -143594.4061 eV
* HOMO energy: -4.508 eV
* frontier orbital gap: 6.76 eV
* total charge: -1

# 6
# C26H41BrNO6

2 unconnected molecules or ions with the total composition C26H41BrNO6 (wB97M-V/def2-TZVPD, the Open Molecules 2025 dataset).

```
75
Properties=species:S:1:pos:R:3:mulliken_charge:R:1
C 4.06 -1.65 3.48 -1.36
C 4.23 -1.48 1.94 -0.21
C 4.91 -0.11 1.69 -0.83
C 4.86 0.36 0.22 -1.16
C 3.43 0.58 -0.34 -0.47
C 2.47 1.38 0.59 -1.11
N 1.11 0.76 0.47 0.51
C 0.80 -0.21 1.34 -0.77
C -0.39 -0.88 1.32 1.41
C -0.60 -2.00 2.35 -1.53
O -1.88 -2.00 2.89 -0.23
C -2.02 -1.10 4.00 -0.54
C -2.56 0.30 3.65 0.30
C -4.08 0.48 3.94 -1.30
C -1.32 -0.50 0.33 0.43
C -2.68 -1.18 0.16 -0.41
O -3.59 -0.95 0.92 -0.49
O -2.73 -2.02 -0.91 -0.24
C -3.39 -3.27 -0.67 -0.25
Br -4.07 -3.83 -2.44 -0.17
C -2.41 -4.36 -0.18 -0.52
C -2.65 -4.73 1.32 -0.97
C -0.99 0.53 -0.53 -0.10
C 0.24 1.17 -0.45 0.02
C 0.50 2.29 -1.42 -1.08
C 0.02 3.65 -0.77 0.11
C -0.38 3.53 0.75 -0.75
O -1.33 3.70 -0.47 -0.45
H 5.02 -1.96 3.92 0.40
H 3.29 -2.39 3.74 0.32
H 3.84 -0.68 3.95 0.35
H 3.28 -1.59 1.41 0.27
H 4.89 -2.29 1.61 0.40
H 5.97 -0.22 1.98 0.48
H 4.50 0.63 2.39 0.37
H 5.31 -0.44 -0.38 0.36
H 5.51 1.23 0.08 0.38
H 3.55 1.18 -1.26 0.35
H 2.94 -0.34 -0.66 0.56
H 2.72 1.32 1.65 0.48
H 2.37 2.43 0.33 0.57
H 1.53 -0.50 2.10 0.68
H 0.19 -1.88 3.12 0.45
H -0.36 -2.96 1.85 0.43
H -2.71 -1.59 4.70 0.45
H -1.06 -0.96 4.54 0.20
H -2.02 1.04 4.26 0.52
H -2.41 0.58 2.60 -0.37
H -4.25 1.54 4.18 0.38
H -4.41 -0.17 4.76 0.32
H -4.66 0.27 3.04 0.28
H -4.27 -3.18 -0.04 0.48
H -2.62 -5.26 -0.77 0.54
H -1.37 -4.07 -0.36 0.26
H -3.09 -5.74 1.35 0.41
H -1.72 -4.81 1.89 0.19
H -3.31 -4.01 1.82 0.24
H -1.69 0.85 -1.30 0.68
H -0.09 2.20 -2.33 0.26
H 1.57 2.41 -1.61 0.17
H 0.53 4.57 -1.07 0.53
H -0.82 4.41 1.22 0.52
H -0.98 2.69 1.11 0.20
O 1.28 2.49 -4.40 -0.58
C 0.59 2.42 -5.38 0.53
O 0.94 1.69 -6.47 -0.35
C -0.02 1.89 -7.52 -0.44
C -1.29 2.36 -6.82 -0.54
C -0.72 3.13 -5.63 -0.29
H 0.37 2.64 -8.21 0.26
H -0.17 0.96 -8.06 0.33
H -1.94 2.94 -7.46 0.33
H -1.85 1.49 -6.46 0.27
H -0.52 4.17 -5.87 0.31
H -1.37 3.06 -4.76 0.21
```

Computed properties:
* calculated total energy: -111435.6190 eV
* HOMO energy: -12.399 eV
* ΔE to the lowest compared entry with this formula, charge and spin: 0.0 kcal/mol
* frontier orbital gap: 8.67 eV
* total charge: +1